No. 1
{
  "formula": "C3H12N3O",
  "method": "ωB97M-V with the def2-TZVPD basis set",
  "total_charge": 2,
  "s_squared": 0.786,
  "de_lowest_kj_mol": 324.6,
  "spin_multiplicity": 2,
  "lumo_energy_ev": [-8.552, -14.095],
  "species": ["C", "C", "N", "N", "N", "H", "H", "H", "H", "H", "H", "H", "H", "C", "O", "H", "H", "H", "H"],
  "xyz": [[-0.128972, -2.380724, -1.049643], [1.071062, -0.232015, -0.562411], [0.920361, 1.114886, -0.167974], [-0.003362, -0.922833, -0.741680], [2.348019, -0.798268, -0.527513], [0.086262, 1.174659, 0.469628], [1.677950, 1.901900, -0.283738], [-1.104173, -0.635447, -0.696243], [2.664735, -1.764599, -0.908215], [3.133513, -0.204617, -0.646322], [0.596612, -3.159981, -0.624291], [-0.377465, -2.581180, -2.041173], [-1.071403, -2.580446, -0.676705], [-1.992266, 2.220186, 1.599873], [-1.802821, 0.825776, 1.101605], [-1.764678, 0.189053, 1.762109], [-1.520633, 2.482939, 2.501706], [-1.321060, 2.870302, 0.947174], [-3.131163, 2.300038, 1.516497]],
  "forces_ev_per_angstrom": [[2.2130, -0.3369, 1.8526], [4.7876, 0.6748, 0.9489], [0.7943, -0.6723, -0.3527], [-4.8710, -2.3124, -0.5836], [-1.9806, -1.2801, -1.3820], [-0.2974, 0.7558, -0.3562], [-1.6729, -1.8674, 0.3056], [3.5233, 0.8539, 0.2600], [-1.6397, 1.9268, 0.6849], [0.6739, 1.1048, 0.3225], [-0.5604, 1.7515, -0.5846], [0.4501, 0.1494, -2.4827], [-1.9880, -0.7612, 1.5159], [-0.9278, -0.3336, -2.6508], [1.6415, 2.1889, -2.1428], [-0.2530, -1.5202, 2.4608], [-0.1059, -0.6608, 1.9524], [-1.7348, -0.6021, -0.0922], [1.9479, 0.9413, 0.3240]],
  "lowdin_charge": [0.059, -0.309, 0.389, 0.155, 0.226, 0.125, 0.249, 0.266, 0.200, 0.119, 0.164, 0.113, 0.087, -0.040, -0.155, 0.052, 0.068, 0.096, 0.137]
}


No. 2
{
  "formula": "C21H27N3O3",
  "method": "ωB97M-V with the def2-TZVPD basis set",
  "total_charge": 0,
  "smiles": "COc1ccc(OC)c(NC(=O)CCN2CCN(c3ccccc3)CC2)c1",
  "de_lowest_kj_mol": 362.5,
  "lumo_energy_ev": 0.617,
  "species": ["C", "O", "C", "C", "C", "C", "O", "C", "C", "N", "C", "O", "C", "C", "N", "C", "C", "N", "C", "C", "C", "C", "C", "C", "C", "C", "C", "H", "H", "H", "H", "H", "H", "H", "H", "H", "H", "H", "H", "H", "H", "H", "H", "H", "H", "H", "H", "H", "H", "H", "H", "H", "H", "H"],
  "xyz": [[-0.621143, -3.609261, -3.785042], [-1.476372, -2.621785, -4.312241], [-2.110366, -1.787670, -3.443104], [-2.940887, -0.824746, -4.007816], [-3.625979, 0.072802, -3.208368], [-3.496496, 0.025545, -1.831026], [-4.123358, 0.875954, -0.941587], [-4.966209, 1.871333, -1.465846], [-2.664968, -0.950575, -1.256264], [-2.577691, -0.959026, 0.137605], [-1.744714, -1.669403, 0.944575], [-0.973649, -2.524998, 0.561346], [-1.894288, -1.301004, 2.409515], [-1.549289, 0.173331, 2.734712], [-0.223719, 0.634682, 2.412187], [0.051499, 0.837861, 1.004957], [1.338971, 1.652697, 0.854729], [2.424952, 0.938908, 1.484261], [3.735527, 1.155109, 1.078009], [4.095376, 2.198200, 0.220236], [5.400410, 2.342639, -0.212794], [6.384598, 1.462892, 0.199282], [6.042018, 0.424141, 1.049804], [4.740835, 0.267482, 1.479286], [2.141783, 0.690247, 2.881618], [0.856723, -0.124231, 3.010872], [-1.977951, -1.847304, -2.059748], [-1.163956, -4.308453, -3.141718], [-0.224590, -4.144025, -4.646750], [0.204619, -3.165991, -3.220519], [-3.040706, -0.788764, -5.080229], [-4.259085, 0.807951, -3.678323], [-5.806141, 1.437024, -2.016889], [-5.345910, 2.419693, -0.604634], [-4.418103, 2.558008, -2.118614], [-3.177600, -0.268848, 0.568266], [-1.248001, -1.964965, 2.984386], [-2.927834, -1.479270, 2.713591], [-1.681521, 0.307493, 3.814051], [-2.254626, 0.840291, 2.229703], [-0.777079, 1.388408, 0.552908], [0.180817, -0.113961, 0.466027], [1.550541, 1.769754, -0.208748], [1.188055, 2.645758, 1.309076], [3.358906, 2.917464, -0.103053], [5.649824, 3.161560, -0.872724], [7.403101, 1.581912, -0.137816], [6.796136, -0.278693, 1.374217], [4.494324, -0.567668, 2.117443], [2.969585, 0.156493, 3.344877], [2.001598, 1.646366, 3.413763], [0.631536, -0.288679, 4.067122], [0.998458, -1.097741, 2.514972], [-1.347963, -2.574939, -1.579542]],
  "forces_ev_per_angstrom": [[0.1249, -0.1430, 0.0677], [-0.1711, 0.2022, -0.0643], [-0.2728, 0.3221, -0.0310], [0.2255, -0.2711, -0.0442], [-0.0437, 0.0617, 0.1990], [0.0776, -0.0600, 0.1061], [0.3391, -0.4347, 0.0077], [-0.1537, 0.1856, -0.0352], [-0.1296, 0.1783, -0.2439], [-0.3784, 0.3762, -0.0490], [-0.1758, -0.0963, 0.4359], [0.1637, -0.0943, -0.1101], [0.2627, 0.2350, 0.0779], [-0.1737, -0.2171, 0.0777], [0.0883, 0.0132, -0.0218], [0.1812, 0.2830, -0.1732], [-0.2218, -0.1160, -0.1825], [-0.3277, -0.1298, -0.0247], [0.3583, 0.0445, -0.1742], [-0.2473, 0.0185, 0.1012], [0.1789, -0.0254, -0.0335], [0.1059, 0.0805, -0.0955], [0.0335, 0.0131, 0.0463], [-0.0344, 0.0050, 0.1042], [-0.0712, -0.2376, 0.2398], [0.1916, 0.2030, 0.1142], [0.1934, -0.2396, -0.1476], [0.0248, 0.0251, -0.0052], [0.0001, 0.0061, 0.0964], [-0.0284, -0.0183, -0.0013], [-0.0116, 0.0074, -0.1394], [-0.0698, 0.0878, -0.0075], [0.0398, 0.0117, 0.0053], [-0.0090, 0.0010, -0.1070], [-0.0201, -0.0365, 0.0119], [0.1251, -0.1108, 0.0636], [-0.0776, -0.0423, -0.0916], [-0.0281, -0.0514, 0.0433], [-0.1201, 0.0039, -0.0827], [-0.0310, 0.0143, 0.0913], [0.0003, -0.0130, -0.0115], [0.0157, 0.1022, -0.0486], [0.0042, 0.0334, 0.0449], [0.0103, -0.0031, -0.0813], [-0.0883, 0.0358, -0.0067], [0.0095, 0.0543, -0.0439], [0.0792, 0.0082, -0.0328], [0.0406, -0.0616, 0.0234], [-0.0489, -0.0823, 0.0259], [-0.0345, 0.0318, -0.0218], [0.0402, -0.0808, 0.0266], [0.0112, -0.0299, 0.0178], [0.0132, -0.0099, 0.0741], [0.0296, -0.0399, 0.0096]],
  "lowdin_charge": [-0.084, -0.084, -0.274, -0.007, -0.020, -0.214, -0.110, -0.086, -0.139, 0.150, -0.484, 0.067, -0.078, -0.188, -0.169, -0.167, -0.156, -0.104, -0.228, -0.033, -0.096, -0.111, -0.095, -0.032, -0.144, -0.167, 0.059, 0.097, 0.092, 0.098, 0.117, 0.105, 0.097, 0.094, 0.097, 0.133, 0.114, 0.122, 0.120, 0.114, 0.125, 0.124, 0.121, 0.132, 0.097, 0.101, 0.095, 0.101, 0.104, 0.110, 0.132, 0.127, 0.131, 0.094]
}


No. 3
{
  "formula": "C22H42FIrNO2SeSi3",
  "method": "ωB97M-V with the def2-TZVPD basis set",
  "total_charge": -1,
  "s_squared": 6.017,
  "de_lowest_kj_mol": 25.7,
  "spin_multiplicity": 5,
  "lumo_energy_ev": [2.682, 1.650],
  "species": ["Ir", "C", "O", "Si", "C", "C", "C", "Si", "C", "C", "C", "Si", "C", "C", "C", "H", "H", "H", "H", "H", "H", "H", "H", "H", "H", "H", "H", "H", "H", "H", "H", "H", "H", "H", "H", "H", "H", "H", "H", "H", "H", "H", "F", "C", "C", "C", "C", "C", "C", "C", "H", "H", "H", "H", "H", "H", "Se", "C", "N", "C", "C", "C", "C", "O", "H", "H", "H", "H", "H", "H", "H", "H", "H"],
  "xyz": [[0.936719, -0.526245, -0.636126], [2.453808, 2.263716, -1.550342], [1.217235, 1.730899, -1.131834], [-0.122465, 2.615496, -0.622974], [0.414780, 3.509272, 0.946475], [-0.305604, 4.022276, -1.871330], [-1.449155, 1.384975, -0.526402], [-2.196761, 1.081539, 1.135185], [-2.941434, 2.684751, 1.825698], [-0.956787, 0.462541, 2.427999], [-3.625359, -0.154899, 1.273816], [-2.289121, 1.089986, -2.150047], [-3.330329, 2.589830, -2.677215], [-1.067473, 0.786873, -3.563029], [-3.553830, -0.310904, -2.271416], [2.685246, 3.176962, -1.001707], [2.415810, 2.489127, -2.617056], [3.226314, 1.525332, -1.345438], [1.387706, 3.976067, 0.775467], [0.516958, 2.857126, 1.807494], [-0.284647, 4.305269, 1.196739], [0.549331, 4.697891, -1.794076], [-1.202892, 4.603999, -1.675262], [-0.352119, 3.666400, -2.896153], [-2.206976, 3.482395, 1.859481], [-3.330121, 2.544456, 2.835159], [-3.761062, 3.020583, 1.193673], [-0.337416, 1.259734, 2.830551], [-0.290108, -0.284613, 1.994613], [-1.481426, 0.004549, 3.268161], [-4.327405, -0.121273, 0.452050], [-4.177449, 0.089429, 2.182579], [-3.279639, -1.183966, 1.369536], [-2.744854, 3.497047, -2.766561], [-4.116710, 2.776296, -1.946592], [-3.809676, 2.405290, -3.640119], [-0.571566, 1.706715, -3.862349], [-1.578816, 0.387627, -4.438577], [-0.278845, 0.074100, -3.287141], [-4.343547, -0.234194, -1.535437], [-3.120396, -1.300391, -2.190930], [-4.023795, -0.231030, -3.252956], [0.905399, -6.793439, 1.741500], [0.529899, -5.596920, 1.206994], [0.047406, -4.612556, 2.048955], [-0.339152, -3.404170, 1.496302], [-0.257185, -3.168197, 0.119663], [-0.703207, -1.873492, -0.451123], [0.245444, -4.192989, -0.689944], [0.643410, -5.406306, -0.156053], [-0.016356, -4.795212, 3.111360], [-0.715991, -2.623349, 2.142655], [-1.486721, -1.422291, 0.148365], [-1.052199, -1.984974, -1.477583], [0.350011, -4.021489, -1.750957], [1.049926, -6.189650, -0.778788], [4.053854, -3.758241, -1.976680], [2.754182, -2.552503, -2.094433], [1.897179, -1.757309, -2.171359], [4.723901, -0.563731, 1.196317], [3.223414, -0.483896, 1.491017], [2.700809, -1.851165, 1.915947], [2.938984, 0.555546, 2.573777], [2.599690, -0.055969, 0.307771], [5.278528, -0.857442, 2.086126], [5.089649, 0.406231, 0.861564], [4.907501, -1.292466, 0.408410], [3.143968, -2.164404, 2.860560], [2.928426, -2.599121, 1.155546], [1.621266, -1.810380, 2.040490], [3.409244, 0.276934, 3.515375], [1.864489, 0.642637, 2.729788], [3.318083, 1.529312, 2.264795]],
  "forces_ev_per_angstrom": [[-0.4490, 0.0518, 0.6257], [0.1578, 0.0002, -0.0775], [0.0786, -0.2680, -0.3580], [-0.5027, 0.0801, 0.1320], [0.0230, -0.0703, -0.1195], [0.2261, -0.1096, 0.1093], [0.1863, -0.3073, 0.0075], [0.0493, 0.2736, -0.1263], [0.0472, -0.2214, 0.0213], [-0.1021, 0.0266, -0.0903], [0.1892, 0.0030, -0.0250], [-0.0383, 0.1547, 0.1318], [0.0226, -0.2083, 0.0037], [0.1615, -0.1943, 0.2444], [0.1950, 0.1304, -0.0024], [0.0685, 0.1051, 0.0522], [0.0524, 0.0188, -0.0768], [0.0274, 0.0532, -0.0431], [0.0460, 0.0281, -0.0313], [0.0086, -0.0990, 0.1037], [-0.0567, 0.0843, 0.0227], [0.0673, 0.0424, 0.0068], [-0.0997, 0.0740, 0.0760], [-0.0442, -0.0356, -0.1653], [0.1293, 0.1487, 0.0151], [-0.0480, -0.0324, 0.1146], [-0.1433, 0.0388, -0.1198], [0.0602, 0.1099, 0.0398], [0.0277, -0.0506, -0.0065], [-0.0782, -0.0427, 0.0785], [-0.1672, 0.0569, -0.1721], [-0.0051, 0.0099, 0.1211], [0.0296, -0.0882, -0.0293], [0.1058, 0.1588, -0.0242], [-0.1104, 0.0114, 0.1150], [-0.0516, -0.0356, -0.0989], [0.1015, 0.1413, -0.0605], [-0.1075, -0.0136, -0.0964], [-0.1446, 0.0732, -0.0284], [-0.1820, 0.0477, 0.1529], [0.1293, -0.2439, 0.0580], [0.0080, -0.0025, -0.1197], [-0.0351, 0.1543, -0.0587], [0.0201, -0.0376, 0.0286], [0.0771, -0.1481, -0.1088], [-0.0544, -0.0664, -0.1578], [0.0319, -0.0736, 0.0312], [0.0375, 0.2189, -0.0752], [0.0269, 0.1392, 0.1329], [0.0056, -0.0741, 0.1851], [-0.0059, -0.0302, 0.0727], [-0.0607, 0.0777, 0.0535], [-0.0370, -0.0561, -0.0425], [-0.0987, -0.0383, -0.0898], [-0.0216, 0.0032, -0.0928], [0.0215, -0.0309, -0.0237], [0.0204, -0.0475, 0.0065], [0.0740, 0.0204, -0.0896], [0.0552, 0.0771, -0.1584], [-0.1603, 0.0309, 0.0074], [0.2136, -0.2878, 0.1264], [0.0341, 0.0997, -0.0693], [-0.0187, 0.0015, -0.1059], [-0.1096, 0.2696, -0.1477], [0.0679, -0.0438, 0.1039], [0.0168, 0.0921, -0.0153], [-0.0033, -0.0693, -0.0498], [0.0595, -0.0448, 0.0751], [0.0042, -0.0626, -0.0690], [-0.0898, 0.0113, 0.0669], [0.0631, -0.0269, 0.1115], [-0.0351, -0.0267, 0.0208], [0.0337, 0.0695, -0.0290]],
  "lowdin_charge": [1.437, -0.128, -0.428, 0.283, -0.147, -0.162, -0.429, 0.380, -0.184, -0.185, -0.177, 0.378, -0.184, -0.179, -0.179, 0.077, 0.089, 0.074, 0.027, 0.009, 0.024, 0.029, 0.027, 0.016, -0.001, 0.022, 0.023, 0.005, -0.019, 0.033, -0.001, 0.026, 0.022, -0.006, 0.024, 0.023, 0.011, 0.025, 0.004, 0.001, 0.015, 0.026, 0.025, -0.281, -0.018, -0.070, -0.318, -0.283, -0.057, -0.013, 0.112, 0.102, 0.002, 0.041, 0.103, 0.115, 0.447, -0.980, -0.099, -0.033, -0.716, -0.041, -0.030, -0.365, 0.080, 0.079, 0.068, 0.088, 0.078, 0.048, 0.081, 0.056, 0.083]
}